Computed, not measured: C27H75IN4O13PS10 as an isolated structure, with wB97M-V/def2-TZVPD.

Cartesian coordinates (Å):
C: 2.322 -4.221 -1.384
C: 3.339 -3.115 -1.508
O: 3.782 -3.015 -2.865
C: 4.453 -1.804 -3.133
C: 3.481 -0.702 -3.491
O: 2.715 -1.110 -4.618
C: 1.409 -0.663 -4.595
N: 0.527 -1.649 -3.919
C: 0.216 -1.379 -2.500
O: -1.146 -1.678 -2.284
C: -1.509 -1.638 -0.961
C: -2.819 -2.278 -0.707
O: -0.800 -1.064 -0.171
C: -0.483 -2.173 -4.698
N: -1.487 -1.428 -5.099
S: -1.618 0.235 -4.664
N: -0.485 -3.469 -5.164
I: 1.378 -4.384 -5.234
P: -1.644 -4.552 -4.443
N: -1.487 -5.053 -2.998
H: 2.780 -5.191 -1.205
H: 1.677 -4.268 -2.263
H: 1.691 -4.021 -0.518
H: 2.904 -2.158 -1.202
H: 4.195 -3.313 -0.858
H: 5.062 -1.489 -2.281
H: 5.111 -1.976 -3.987
H: 2.823 -0.482 -2.644
H: 4.036 0.212 -3.716
H: 1.339 0.294 -4.068
H: 1.063 -0.500 -5.618
H: 0.445 -0.337 -2.275
H: 0.833 -2.005 -1.855
H: -3.053 -2.991 -1.493
H: -2.800 -2.767 0.262
H: -3.583 -1.503 -0.693
H: -2.187 -1.836 -5.706
H: -2.930 0.388 -4.870
H: -2.828 -3.839 -4.708
H: -1.651 -5.569 -5.402
H: -0.694 -4.719 -2.465
C: 0.405 -4.082 3.420
S: 2.131 -3.740 3.099
O: 2.328 -3.941 1.628
C: 2.794 -5.191 3.914
H: -0.191 -3.305 2.953
H: 0.148 -5.056 3.001
H: 0.226 -4.064 4.494
H: 2.366 -6.086 3.463
H: 2.560 -5.138 4.976
H: 3.874 -5.183 3.781
C: -7.890 0.008 -0.941
S: -7.034 -1.290 -0.056
O: -5.581 -1.041 -0.293
C: -7.511 -2.639 -1.136
H: -7.662 0.945 -0.438
H: -7.525 0.045 -1.967
H: -8.965 -0.167 -0.920
H: -7.188 -2.419 -2.154
H: -8.592 -2.766 -1.094
H: -7.022 -3.541 -0.775
C: -0.172 2.427 -1.485
S: -0.905 3.944 -2.102
O: -1.502 3.623 -3.434
C: 0.653 4.763 -2.417
H: -0.974 1.722 -1.270
H: 0.496 2.026 -2.249
H: 0.386 2.633 -0.573
H: 1.241 4.158 -3.107
H: 1.188 4.880 -1.475
H: 0.452 5.740 -2.851
C: -4.039 3.114 -2.556
S: -5.365 2.617 -1.448
O: -6.290 3.772 -1.329
C: -4.360 2.584 0.039
H: -4.468 3.234 -3.549
H: -3.616 4.060 -2.222
H: -3.270 2.341 -2.574
H: -3.910 3.565 0.192
H: -3.594 1.814 -0.061
H: -5.013 2.339 0.873
C: -2.107 0.377 3.299
S: -2.292 -0.923 4.523
O: -2.065 -2.212 3.809
C: -4.058 -0.737 4.732
H: -1.062 0.399 2.998
H: -2.738 0.153 2.439
H: -2.385 1.331 3.747
H: -4.554 -0.880 3.772
H: -4.277 0.250 5.140
H: -4.390 -1.497 5.437
C: 5.660 1.402 -0.988
S: 4.460 2.664 -0.553
O: 3.523 2.790 -1.711
C: 5.593 4.043 -0.635
H: 5.144 0.445 -1.033
H: 6.101 1.633 -1.959
H: 6.430 1.362 -0.219
H: 6.032 4.098 -1.631
H: 6.368 3.918 0.120
H: 5.039 4.958 -0.435
C: 5.864 8.042 -3.586
S: 5.291 8.487 -1.944
O: 5.683 7.374 -1.039
C: 3.541 8.277 -2.290
H: 6.951 8.065 -3.570
H: 5.515 7.040 -3.832
H: 5.492 8.769 -4.308
H: 3.361 7.256 -2.628
H: 3.233 8.996 -3.048
H: 3.000 8.465 -1.366
C: -7.436 1.524 8.285
S: -5.698 1.873 8.006
O: -5.443 1.626 6.561
C: -5.068 0.443 8.891
H: -8.010 2.287 7.765
H: -7.676 0.540 7.885
H: -7.646 1.570 9.353
H: -5.478 -0.465 8.449
H: -5.344 0.519 9.942
H: -3.985 0.448 8.795
C: 7.405 -3.029 5.447
S: 6.180 -1.954 4.694
O: 4.863 -2.335 5.262
C: 6.261 -2.692 3.056
H: 7.470 -2.764 6.499
H: 7.088 -4.067 5.345
H: 8.371 -2.871 4.967
H: 6.026 -3.754 3.124
H: 7.258 -2.544 2.640
H: 5.521 -2.191 2.435

HOMO energy: -10.04 eV
Relative energy (zero: lowest compared OMol25 entry of this formula, charge and spin): 0.0 kJ/mol
Molecular weight: 1142.5 g/mol
Total energy: -6891.210723 Eh
Charge: +1